The following is a DFT calculation (ωB97M-V/def2-TZVPD) of C6H9N in the gas phase.

Results
Energy ... -288.68028 Ha
HOMO-LUMO gap ... 0.3644 hartree
Max |F| ... 0.6 eV/A
SMILES string ... [H]/N=C/C1C(C)=C1C
Relative energy (zero: lowest compared OMol25 entry of this formula, charge and spin) ... 2.769 eV

The geometry in ORCA input format:
```
! RIJCOSX wB97M-V def2-TZVPD def2/J DEFGRID3
* xyz 0 1
H 2.4420 1.6703 1.3127
N 1.5872 1.2432 0.9784
C 1.8846 0.4469 0.0279
C 0.7912 -0.2789 -0.6807
C -0.6103 0.3040 -0.4823
C -1.4694 1.5165 -0.6983
C -0.3800 -0.8435 0.0537
C -0.7534 -2.0542 0.7882
H 2.9149 0.3451 -0.3576
H 1.1609 -0.8129 -1.5647
H -2.5307 1.3520 -0.4627
H -1.4043 1.8288 -1.7412
H -1.1264 2.3605 -0.0859
H -0.5820 -2.9354 0.1590
H -1.8029 -2.0055 1.0800
H -0.1214 -2.1368 1.6737
*
```